{
  "formula": "C3H3NO3",
  "method": "ωB97M-V with the def2-TZVPD basis set",
  "e_homo_ha": [-0.31045, -0.31049],
  "total_energy_ev": -10786.5942,
  "relative_energy_kcal_mol": 140.8,
  "gap_ev": [8.7363, 8.7374],
  "lumo_ha": [0.01061, 0.01060],
  "elements": ["C", "C", "C", "N", "O", "O", "O", "H", "H", "H"],
  "positions_angstrom": [[1.624791, -0.545709, 0.022068], [-0.742313, -0.673308, -0.096882], [-0.665803, 0.838563, 0.173084], [0.574010, 1.394605, 0.500613], [2.762311, -0.706806, 0.270767], [0.632148, -1.173149, -0.394922], [-0.085841, 1.731536, -0.729321], [-1.335535, -1.358320, 0.527256], [-1.300540, -0.916671, -0.989095], [-1.463230, 1.409260, 0.716430]],
  "forces_ev_per_a": [[1.2, 4.0, 2.2], [-0.1, 0.3, -1.5], [-1.2, 0.9, 1.6], [2.3, -2.4, 0.1], [-1.2, -0.1, -0.7], [-2.6, -1.5, -0.4], [0.1, -0.8, -1.3], [1.2, 0.6, 1.2], [0.3, 0.6, -1.0], [0.0, -1.6, -0.4]]
}